No. 1
Below is a cluster of 12 separate species, C48H99IO17P2Si in total, with properties calculated with ωB97M-V/def2-TZVPD.

```
168
Properties=species:S:1:pos:R:3:lowdin_charge:R:1
C 2.8572 -2.6938 2.9413 -0.136
C 4.2866 -2.4817 2.1598 -0.249
C 4.1191 -2.2115 0.5288 -0.217
C 3.0301 -1.0417 0.1578 -0.216
C 3.2564 0.3793 0.9728 -0.172
C 1.7805 1.0926 1.2446 -0.200
C 1.6577 1.8389 2.6975 -0.208
C 0.3899 1.3597 3.6241 -0.194
C -1.0432 1.2466 2.8369 -0.197
C -1.5287 -0.2757 2.4777 -0.227
C -2.8743 -0.3923 1.5608 -0.633
O -2.8924 0.3488 0.3091 -0.152
C -1.6405 0.4257 -0.4116 -0.287
O -0.7091 -0.5041 -0.6118 -0.023
P -1.2905 2.1140 -1.3241 0.803
O -2.6866 2.5287 -1.9853 -0.352
O -0.8178 3.3972 -0.2524 -0.223
O -0.0558 1.9544 -2.5476 -0.189
P -4.3212 0.4040 2.6022 0.575
O -5.7618 -0.0764 1.6781 -0.428
I -4.3965 -0.4409 4.8988 0.427
Si -3.3512 -2.2424 1.1039 0.543
C -4.0503 -2.3144 -0.7098 -0.196
C -4.5812 -3.0559 2.3315 -0.266
C -1.7549 -3.3830 1.0867 -0.218
H 1.9092 -2.5674 2.2484 0.063
H 2.7659 -3.7872 3.4024 0.075
H 2.7448 -1.8651 3.7847 0.075
H 4.8877 -1.5394 2.5680 0.099
H 4.9803 -3.4387 2.2487 0.110
H 3.6899 -3.2322 0.0826 0.120
H 5.1269 -1.9585 -0.0109 0.092
H 1.9563 -1.5177 0.3334 0.093
H 3.1022 -0.8884 -1.0240 0.102
H 3.9467 1.0575 0.2739 0.120
H 3.7937 0.2607 2.0065 0.091
H 1.4734 1.8280 0.3557 0.090
H 0.9968 0.2247 1.2230 0.072
H 2.6620 1.6153 3.3014 0.110
H 1.6896 3.0143 2.4966 0.116
H 0.2466 2.2163 4.4440 0.117
H 0.6475 0.3847 4.2632 0.123
H -1.8803 1.7374 3.5264 0.094
H -0.9794 1.8935 1.8659 0.096
H -0.6890 -0.9418 1.9506 0.104
H -1.6939 -0.8203 3.5280 0.095
H 0.1073 3.7333 -0.4391 0.078
H 0.8213 2.0048 -2.0382 0.083
H -6.4105 -0.5506 2.2761 0.038
H -4.9400 -3.0773 -0.7352 0.032
H -3.2028 -2.6986 -1.4503 0.058
H -4.3798 -1.2606 -1.1222 0.052
H -4.7197 -4.1868 1.9750 0.070
H -5.6778 -2.6026 2.3190 0.020
H -4.1900 -3.1393 3.4504 0.013
H -0.9013 -2.9025 0.4466 0.033
H -2.0458 -4.4164 0.5874 0.065
H -1.3338 -3.5801 2.1690 0.030
C -3.6812 4.0654 -4.5806 -0.027
C -4.4703 4.4875 -5.7911 -0.485
O -4.3894 3.8716 -6.8527 0.036
C -5.3622 5.6922 -5.6525 -0.023
H -3.0824 3.1822 -4.8277 0.066
H -3.0077 4.8708 -4.2768 0.082
H -4.3614 3.8096 -3.7644 0.085
H -4.7636 6.5701 -5.3963 0.079
H -6.1172 5.5089 -4.8839 0.086
H -5.8696 5.8796 -6.6048 0.086
C -0.4317 -5.4310 5.1448 -0.018
C -0.5656 -6.1084 3.8072 -0.467
O -1.0785 -5.5331 2.8486 0.018
C -0.0478 -7.5167 3.6877 -0.029
H -0.8477 -4.4198 5.0828 0.080
H -0.9858 -5.9913 5.9021 0.087
H 0.6233 -5.3588 5.4207 0.082
H -0.5847 -8.1700 4.3802 0.065
H 1.0244 -7.5375 3.8988 0.078
H -0.2111 -7.8781 2.6669 0.090
C 8.9011 -0.8937 -0.2242 -0.038
C 8.2550 -2.1835 -0.6543 -0.481
O 7.3814 -2.7183 0.0268 0.031
C 8.7190 -2.7938 -1.9497 -0.023
H 8.4676 -0.5706 0.7283 0.085
H 9.9749 -1.0438 -0.0867 0.079
H 8.7178 -0.1187 -0.9726 0.092
H 9.7847 -3.0285 -1.8892 0.083
H 8.5276 -2.1034 -2.7751 0.088
H 8.1656 -3.7210 -2.1328 0.085
C -9.0904 -3.8907 1.4032 -0.022
C -8.1091 -3.2452 0.4617 -0.474
O -6.9000 -3.4472 0.5624 0.018
C -8.6643 -2.3432 -0.6079 -0.017
H -8.5476 -4.5139 2.1219 0.087
H -9.6396 -3.1215 1.9521 0.086
H -9.7815 -4.5248 0.8423 0.087
H -9.1947 -1.5051 -0.1486 0.087
H -9.3365 -2.9083 -1.2584 0.087
H -7.8412 -1.9481 -1.2127 0.087
C 2.5386 -2.3882 -3.4800 -0.028
C 3.5199 -1.7427 -4.4216 -0.493
O 4.7290 -1.9447 -4.3208 0.038
C 2.9647 -0.8407 -5.4911 -0.027
H 3.0814 -3.0114 -2.7614 0.079
H 1.9894 -1.6190 -2.9311 0.071
H 1.8475 -3.0223 -4.0409 0.088
H 2.4343 -0.0026 -5.0319 0.082
H 2.2925 -1.4058 -6.1417 0.085
H 3.7878 -0.4456 -6.0959 0.085
C 2.5427 -9.7290 6.1042 -0.019
C 1.2441 -10.4497 5.8583 -0.473
O 0.2904 -9.8837 5.3263 0.037
C 1.1576 -11.8897 6.2883 -0.025
H 2.4597 -8.6983 5.7431 0.076
H 2.7588 -9.7080 7.1753 0.088
H 3.3515 -10.2253 5.5622 0.089
H 1.3122 -11.9651 7.3676 0.087
H 1.9048 -12.4823 5.7545 0.087
H 0.1632 -12.2809 6.0484 0.086
C -2.0415 10.0091 -6.3942 -0.025
C -3.0792 9.0862 -6.9751 -0.494
O -4.2809 9.3053 -6.8311 0.041
C -2.5898 7.8849 -7.7389 -0.027
H -2.5399 10.8318 -5.8705 0.085
H -1.4191 9.4652 -5.6791 0.080
H -1.4255 10.4264 -7.1948 0.084
H -1.9918 7.2464 -7.0837 0.086
H -1.9983 8.2075 -8.5993 0.085
H -3.4490 7.3098 -8.1000 0.082
C -1.1875 6.1206 -1.5116 -0.040
C -1.5483 7.5669 -1.7221 -0.486
O -1.4816 8.0862 -2.8351 0.043
C -1.9939 8.3531 -0.5183 -0.025
H -0.8845 5.6794 -2.4671 0.087
H -0.3524 6.0443 -0.8107 0.078
H -2.0540 5.5729 -1.1326 0.086
H -1.1948 8.3761 0.2270 0.086
H -2.8963 7.9048 -0.0950 0.088
H -2.2216 9.3809 -0.8201 0.085
C -2.3216 0.8819 -6.7054 -0.020
C -1.0443 0.7258 -7.4866 -0.485
O 0.0358 0.5683 -6.9196 0.037
C -1.1395 0.7698 -8.9882 -0.027
H -2.1004 0.8299 -5.6340 0.081
H -2.7735 1.8532 -6.9225 0.065
H -3.0134 0.0749 -6.9593 0.090
H -1.5388 1.7360 -9.3070 0.087
H -1.7787 -0.0422 -9.3439 0.085
H -0.1406 0.6439 -9.4190 0.082
C 12.7143 1.1686 0.6651 -0.027
C 11.3988 1.3507 1.3740 -0.490
O 10.3539 1.5202 0.7476 0.037
C 11.4111 1.3172 2.8789 -0.025
H 12.5528 1.2156 -0.4172 0.086
H 13.4038 1.9671 0.9507 0.086
H 13.1382 0.1925 0.9134 0.086
H 12.0427 2.1221 3.2632 0.086
H 11.7771 0.3476 3.2258 0.086
H 10.3922 1.4618 3.2534 0.086
C -5.0216 4.2606 7.5031 -0.028
C -3.7443 4.1044 6.7219 -0.494
O -2.6642 3.9469 7.2889 0.046
C -3.8395 4.1485 5.2203 -0.028
H -4.8004 4.2085 8.5744 0.084
H -5.4735 5.2318 7.2860 0.085
H -5.7134 3.4535 7.2491 0.084
H -4.2388 5.1146 4.9015 0.087
H -4.4787 3.3364 4.8646 0.068
H -2.8406 4.0226 4.7894 0.077
```

The total energy comes out at -120739.3448 eV. For the LUMO energy, the calculation gives -0.645 eV. Its maximum force is 0.159 hartree/bohr. As for the SMILES: CCCCCCCCCC[C@](OC(=O)P(=O)(O)O)(P(O)I)[Si](C)(C)C.CC(C)=O.CC(C)=O.CC(C)=O.CC(C)=O.CC(C)=O.CC(C)=O.CC(C)=O.CC(C)=O.CC(C)=O.CC(C)=O.CC(C)=O.



No. 2
Below is a structure of composition C49H100BN4NaO15, with properties calculated with ωB97M-V/def2-TZVPD.

```
170
Properties=species:S:1:pos:R:3:lowdin_charge:R:1
Na 6.8234 18.8995 16.6445 0.826
O 3.7951 17.6508 8.6133 0.176
C 4.3207 17.4261 9.6406 -0.373
O 4.7247 18.3296 10.5190 0.229
B 5.2983 17.6574 11.6758 -0.851
O 5.3443 16.2449 11.3252 0.254
C 4.8954 16.0706 10.1015 -0.423
O 4.9373 15.0979 9.4826 0.215
O 4.5175 17.9211 12.9041 0.297
C 5.2745 18.3901 13.8037 -0.431
O 4.9485 18.6600 14.8997 0.123
C 6.6744 18.5929 13.2333 -0.437
O 6.6860 18.1504 12.0259 0.262
O 7.5498 19.0882 13.8537 0.139
C 8.9865 22.7868 10.7312 -0.056
C 9.1523 22.1024 12.0562 -0.452
C 10.2731 22.7227 12.8415 -0.057
O 7.8554 22.2170 12.7527 -0.078
H 9.8833 22.6713 10.1217 0.088
H 8.8264 23.8585 10.8947 0.097
H 8.1339 22.4097 10.1801 0.063
H 9.2996 21.0324 11.8478 0.139
H 10.1130 23.7620 13.1131 0.087
H 11.1024 22.7639 12.1118 0.087
H 10.6490 22.1217 13.6677 0.073
H 7.8529 21.6037 13.4913 0.067
C 3.4863 23.8488 10.8364 -0.048
C 4.5208 23.0479 11.5985 -0.503
C 4.7853 21.6860 11.0041 -0.046
O 5.7007 23.8251 11.6743 -0.054
H 2.4635 23.5986 11.1278 0.073
H 3.5711 23.6859 9.7585 0.082
H 3.6235 24.9090 11.0468 0.078
H 4.1375 22.8291 12.6147 0.120
H 5.6469 21.6790 10.3402 0.061
H 3.9072 21.1764 10.5982 0.091
H 5.1064 20.9386 11.7592 0.071
H 6.4155 23.2839 12.0595 0.045
C 6.8882 19.9110 8.7369 -0.052
C 7.5346 18.5948 8.3210 -0.473
C 6.9563 18.2228 6.9518 -0.046
O 8.9431 18.7048 8.2623 -0.036
H 5.8042 19.7754 8.7037 0.072
H 7.2403 20.7529 8.1410 0.095
H 7.0641 20.1229 9.7988 0.064
H 7.2222 17.8138 9.0104 0.129
H 7.3298 18.9425 6.2151 0.086
H 5.8689 18.2386 6.9376 0.053
H 7.3438 17.2414 6.6756 0.071
H 9.1298 19.5391 7.8184 0.084
C 11.3776 16.4254 15.2531 -0.040
C 11.5759 16.4312 13.7331 -0.515
C 12.9268 15.7656 13.4640 -0.135
C 13.0258 15.2758 12.0198 -0.186
C 11.9360 14.2996 11.7628 -0.156
C 10.5294 14.8770 11.9291 -0.550
N 10.5180 15.6172 13.1541 -0.109
O 9.2608 16.1742 13.4620 -0.016
C 10.2225 15.7609 10.7264 -0.013
C 9.5391 13.7374 11.9803 -0.027
C 11.6035 17.8863 13.2207 -0.022
H 12.1701 17.0091 15.7324 0.090
H 11.2975 15.4116 15.6359 0.088
H 10.4349 16.9172 15.5202 0.064
H 13.7562 16.4496 13.6355 0.118
H 12.9932 14.8772 14.1041 0.122
H 14.0098 14.8557 11.8018 0.116
H 12.9308 16.1337 11.3354 0.118
H 12.0555 13.4466 12.4440 0.128
H 12.0210 13.8902 10.7606 0.121
H 9.1890 16.1086 10.7211 0.081
H 10.7775 16.7008 10.8219 0.068
H 10.5132 15.2805 9.7980 0.094
H 9.5601 13.1432 12.8965 0.090
H 8.5411 14.1961 11.9962 0.081
H 9.6129 13.0914 11.1070 0.091
H 10.9994 18.5144 13.8986 0.075
H 11.2435 18.0746 12.2099 0.070
H 12.5903 18.3530 13.3074 0.085
H 9.1820 16.9740 12.8976 0.089
C 3.4392 17.2793 4.8425 -0.022
C 3.5235 18.7403 4.3182 -0.501
C 2.6728 18.8636 3.0381 -0.137
C 1.1885 18.8569 3.3368 -0.187
C 0.8851 20.0359 4.2469 -0.141
C 1.6914 20.0131 5.5639 -0.522
N 3.0781 19.7169 5.2884 -0.099
O 3.8552 19.7227 6.4590 -0.019
C 1.5836 21.4311 6.1401 -0.037
C 1.0077 19.0661 6.5715 -0.022
C 4.9550 19.0077 3.9126 -0.028
H 3.7367 17.1779 5.8892 0.066
H 4.0112 16.5721 4.2377 0.042
H 2.4085 16.9099 4.7811 0.081
H 2.9375 19.8243 2.5872 0.121
H 2.9089 18.0543 2.3472 0.126
H 0.8094 17.9319 3.7690 0.104
H 0.7057 19.0165 2.3649 0.113
H -0.1848 20.1086 4.4401 0.118
H 1.1973 20.9439 3.7122 0.121
H 0.5324 21.7187 6.1498 0.083
H 1.9713 21.4379 7.1601 0.076
H 2.1745 22.1252 5.5467 0.088
H 1.0739 18.0043 6.2933 0.077
H 1.5526 19.0490 7.5277 0.074
H -0.0290 19.3466 6.7330 0.084
H 5.0736 19.9880 3.4411 0.091
H 5.3905 18.2173 3.3039 0.090
H 5.5961 19.0732 4.8029 0.056
H 3.5948 18.9149 6.9535 0.049
C -0.2734 17.8967 16.3124 -0.012
C 0.6925 18.0855 15.1046 -0.522
C -0.0656 18.0429 13.7742 -0.136
C -0.8640 19.3274 13.5406 -0.176
C 0.0699 20.5275 13.5735 -0.147
C 0.9310 20.6060 14.8378 -0.527
N 1.4444 19.2905 15.1474 -0.114
O 2.4464 19.3269 16.1219 -0.026
C 2.1098 21.4831 14.5062 -0.042
C 0.0296 21.2508 15.9080 -0.020
C 1.6466 16.8938 15.0385 -0.030
H -1.2145 18.4484 16.2255 0.067
H 0.2063 18.3730 17.1784 0.083
H -0.4898 16.8551 16.5332 0.076
H 0.4924 17.8283 12.8599 0.121
H -0.7991 17.2256 13.8577 0.126
H -1.6490 19.4070 14.2944 0.099
H -1.3224 19.2826 12.5482 0.114
H -0.5562 21.4223 13.4466 0.123
H 0.6907 20.6020 12.6655 0.122
H 2.7092 21.7008 15.3879 0.084
H 2.7060 20.9934 13.7348 0.082
H 1.7683 22.4320 14.0808 0.091
H 0.5277 21.1224 16.8826 0.087
H -0.0219 22.3281 15.7444 0.083
H -0.9700 20.8371 15.9618 0.069
H 1.1363 15.9351 15.0274 0.087
H 2.4302 16.9429 15.7981 0.080
H 2.1805 16.9497 14.0801 0.077
H 3.2350 19.0664 15.6233 0.049
C 8.0205 12.3857 6.3208 -0.032
C 6.9008 11.7978 5.4553 -0.554
C 5.8679 11.2288 6.4389 -0.132
C 4.8141 12.2244 6.9136 -0.182
C 4.2576 13.0327 5.7916 -0.154
C 5.3140 13.7246 4.9716 -0.518
N 6.3166 12.7684 4.5827 -0.057
O 7.3292 13.3418 3.6740 -0.021
C 4.6307 14.2278 3.7173 -0.036
C 5.7865 14.9890 5.7791 -0.010
C 7.4399 10.6164 4.6831 -0.040
H 8.3500 11.6073 7.0100 0.084
H 7.7337 13.2368 6.9428 0.076
H 8.8536 12.7459 5.7026 0.081
H 5.3512 10.3992 5.9499 0.119
H 6.3706 10.8941 7.3441 0.116
H 5.2530 12.8374 7.7090 0.102
H 4.0245 11.6528 7.4124 0.117
H 3.4892 13.7252 6.1550 0.133
H 3.6410 12.3828 5.1461 0.128
H 5.3090 14.6001 2.9476 0.088
H 4.0486 13.4395 3.2323 0.092
H 3.9709 15.0507 3.9994 0.045
H 6.6247 15.4672 5.2536 0.082
H 4.9710 15.6910 5.9063 0.046
H 6.1024 14.7007 6.7856 0.065
H 8.3709 10.9087 4.1801 0.083
H 6.7165 10.2623 3.9556 0.090
H 7.7348 9.8118 5.3593 0.087
H 7.8461 13.9996 4.1920 0.089
```

The total energy comes out at -94201.8032 eV. For the LUMO energy, the calculation gives -2.249 eV. Its maximum force is 0.088 hartree/bohr.



| no. | HOMO-LUMO gap (eV) | highest occupied orbital energy (hartree) |
| --- | --- | --- |
| 1 | 7.6 | -0.30201 |
| 2 | 5.5 | -0.28628 |